Computed, not measured: C22H15BF2MnN3S2 as an isolated structure, with wB97M-V/def2-TZVPD.

Last column: Löwdin charge in e.
Cartesian coordinates (Å):
Mn: -0.04 0.35 0.27  0.841
S: 6.86 -0.11 -1.40  1.196
C: 7.12 0.03 -3.06  -0.250
C: 5.94 0.23 -3.80  -0.054
C: 4.83 0.26 -3.00  -0.037
C: 5.13 0.10 -1.63  -0.369
C: 4.24 0.08 -0.51  -0.152
C: 2.84 0.24 -0.71  0.015
N: 1.97 0.22 0.28  0.038
C: 2.43 0.04 1.56  -0.108
C: 3.79 -0.12 1.87  -0.096
C: 4.16 -0.29 3.25  0.037
C: 3.23 -0.31 4.23  0.047
C: 1.83 -0.15 3.92  -0.090
C: 0.82 -0.14 4.88  0.081
C: -0.52 0.02 4.52  -0.150
C: -0.79 0.17 3.13  0.022
N: 0.15 0.16 2.21  0.025
C: 1.46 0.02 2.58  -0.132
C: -1.60 0.04 5.47  -0.485
C: -2.93 0.38 5.25  -0.090
C: -3.71 0.30 6.41  -0.128
C: -2.98 -0.09 7.50  -0.338
S: -1.35 -0.37 7.13  1.130
C: 4.68 -0.10 0.81  0.096
H: 8.12 -0.03 -3.46  0.116
H: 5.93 0.33 -4.88  0.144
H: 3.83 0.41 -3.38  0.131
H: 2.44 0.40 -1.70  0.134
H: 5.21 -0.41 3.49  0.141
H: 3.52 -0.44 5.26  0.143
H: 1.08 -0.26 5.93  0.125
H: -1.81 0.28 2.79  0.120
H: -3.33 0.69 4.30  0.113
H: -4.77 0.53 6.45  0.124
H: -3.33 -0.24 8.51  0.095
H: 5.74 -0.22 1.02  0.126
F: -0.19 3.48 -0.19  0.325
B: -0.10 2.22 -0.42  -0.517
F: -0.02 1.64 -1.63  0.198
C: -4.49 -0.21 -0.64  0.021
C: -3.11 -0.01 -0.26  -0.091
N: -2.01 0.14 0.05  0.143
H: -5.08 0.66 -0.35  0.120
H: -4.88 -1.10 -0.15  0.119
H: -4.55 -0.34 -1.72  0.120

## Properties
Multiplicity = 4
Orbital gap (alpha / beta) = 5.454 / 3.580 eV
Total energy = -86605.103 eV
Charge = +3
E_LUMO (alpha / beta) = -0.37784 / -0.44106 Ha
Largest force on an atom = 0.3 eV Å⁻¹